No. 1
DFT (wB97M-V/def2-TZVPD) results for a structure of composition C5H8N4O2S in a non-equilibrium geometry.

Relative energy (zero: lowest compared OMol25 entry of this formula, charge and spin) in kcal per mole: 53.57

ORCA input file:
```
! wB97M-V def2-TZVPD RIJCOSX def2/J DEFGRID3
* xyz 0 1
S 1.4337 0.5131 -1.5943
O 1.9259 -1.8685 0.6468
O 0.0631 -2.4066 -0.4150
N -3.2610 0.0117 0.4548
N -1.9933 -1.1988 -0.9573
N -0.9060 0.2967 0.4549
N 1.3101 0.4873 1.2300
C 0.8491 -1.5873 0.1766
C 2.6148 1.3876 -0.6711
C -2.0292 -0.2699 -0.1063
C 0.4442 -0.0937 0.3611
C 2.2871 1.1617 0.7936
H -3.1006 0.8139 1.1347
H -1.1910 1.1647 0.9533
H 3.5461 1.1558 -1.0520
H 2.7414 2.5299 -0.8203
H -0.8512 -2.0140 -0.6375
H 2.9413 1.4914 1.5879
H -2.8634 -1.6702 -1.3231
H -3.9609 0.0952 -0.2168
*
```

=====

No. 2
DFT (wB97M-V/def2-TZVPD) results for a cluster of 2 separate species, C2H7N4O in total in a non-equilibrium geometry.

Relative energy (zero: lowest compared OMol25 entry of this formula, charge and spin) in kcal per mole: 162.34

ORCA input file:
```
! wB97M-V def2-TZVPD RIJCOSX def2/J DEFGRID3
* xyz 1 1
O 0.9625 1.0206 -0.8282
N -1.3806 1.2129 0.5295
N 1.8229 0.5423 0.1137
N -0.1104 0.4074 -0.8629
N -0.6379 -1.8866 -0.5747
C 1.5094 -0.8297 0.2446
C 0.0712 -0.8973 -0.3571
H -1.4118 2.1812 0.6004
H 1.6795 -1.3154 1.3019
H -1.0556 0.6699 1.4442
H 2.2447 1.1846 0.7677
H -2.3353 0.8117 0.2983
H 2.1687 -1.4101 -0.3489
H -1.5309 -1.6631 -1.1334
*
```

=====

No. 3
DFT (wB97M-V/def2-TZVPD) results for a structure of composition C22H35NO3P2SZr in a non-equilibrium geometry.

Relative energy (zero: lowest compared OMol25 entry of this formula, charge and spin) in kcal per mole: 24.63

ORCA input file:
```
! wB97M-V def2-TZVPD RIJCOSX def2/J DEFGRID3
* xyz 2 1
Zr 2.5615 -0.7298 0.8953
S 2.1862 0.9879 3.4211
P 0.2953 -2.1675 -2.0428
P 0.3937 1.7782 -2.4368
O -0.8242 -1.0882 2.4866
O 3.6238 0.3642 1.8580
O 1.9362 2.3665 2.9906
N 1.2381 -0.0665 2.5058
C -0.6827 1.0840 0.0598
C 1.8189 2.8668 -2.2214
C 0.1626 -0.9295 -3.4050
C -3.2110 -0.0184 -0.7739
C -2.3623 -0.9942 -1.4554
C 2.2516 -2.7028 1.7751
C -2.4683 2.3245 -1.4325
C -0.1647 -0.2845 -0.3862
C -1.1559 -1.4344 -0.8488
C -1.1414 2.1618 -0.9812
C -0.7333 0.3384 6.7272
C 2.0397 -2.6111 -1.8992
C -0.9598 -0.1687 5.4485
C 0.0468 -0.4492 3.1020
C -0.6188 -3.5521 -2.7454
C -3.4436 1.2567 -1.6125
C 0.0326 -0.0185 4.4962
C 1.0831 0.3089 -3.3509
C 1.4656 1.1763 6.0863
C -0.5681 2.4840 -3.8212
C 0.4925 0.9613 7.0503
C 1.1904 0.6951 4.8087
H 0.5784 -0.0680 -1.2093
H 0.3961 -1.5207 -4.3061
H 2.2081 -3.3239 -1.0741
H 0.1469 2.7615 -4.5963
H 0.1595 1.5226 0.6240
H -0.4751 -4.4297 -2.1101
H 2.6007 -3.4964 1.1129
H -3.3327 0.9532 -2.6791
H 2.7423 -1.7498 -1.8791
H -4.1835 -0.4760 -0.6062
H 2.4101 1.6781 6.2958
H -2.8185 0.1904 0.2041
H 1.1959 -2.9171 1.9643
H -1.2399 1.7247 -4.2454
H -4.4717 1.6431 -1.4524
H 2.7456 2.2745 -2.1295
H -1.1286 3.3703 -3.4913
H -2.7943 -1.5076 -2.3211
H -0.9023 -0.6407 -3.4450
H -1.3887 0.9253 0.8714
H 1.6648 3.5223 -1.3482
H -1.2010 -2.2162 -0.0498
H -0.7624 3.1589 -0.7142
H -1.4567 0.2172 7.5129
H 2.2744 -3.1548 -2.8281
H 2.7821 -2.7938 2.7239
H -1.8996 -0.6790 5.1988
H -2.7673 3.2662 -1.8959
H 1.2168 0.6883 -4.3800
H 2.0727 0.0743 -2.9156
H -0.2065 -3.7582 -3.7440
H 0.6732 1.3154 8.0702
H -1.6864 -3.3295 -2.8422
H 0.4772 -0.6430 0.5215
H 1.8859 3.4787 -3.1351
*
```

=====

No. 4
DFT (wB97M-V/def2-TZVPD) results for an isolated molecule of C3H3NO3 in a non-equilibrium geometry.

Relative energy (zero: lowest compared OMol25 entry of this formula, charge and spin) in kcal per mole: 127.16

ORCA input file:
```
! wB97M-V def2-TZVPD RIJCOSX def2/J DEFGRID3
* xyz 0 1
O 1.3676 1.8638 -0.8179
O -1.5936 -1.9846 0.6507
O 0.6588 2.6462 0.9932
N 0.6618 1.8098 0.1437
C -0.0131 -0.5797 -0.4449
C -0.6622 -1.8675 -0.1116
C -0.1831 0.6246 0.3719
H -0.7229 0.7330 1.2448
H -0.3121 -2.8016 -0.8087
H 0.7988 -0.4440 -1.2211
*
```

=====

No. 5
DFT (wB97M-V/def2-TZVPD) results for a structure of composition C2H7N2OS in a non-equilibrium geometry.

Relative energy (zero: lowest compared OMol25 entry of this formula, charge and spin) in kcal per mole: 12.45

ORCA input file:
```
! wB97M-V def2-TZVPD RIJCOSX def2/J DEFGRID3
* xyz 0 2
S -2.0905 0.3036 -1.3317
O 0.5988 -0.1682 1.3063
N 2.5454 -0.3934 0.1698
N 0.7688 0.6587 -0.8636
C 1.1829 0.0284 0.2501
C -2.3865 -0.0206 0.4222
H 2.7844 -0.8895 -0.6747
H -0.3294 0.6056 -1.0575
H 2.8037 -0.9292 0.9852
H 1.4928 1.0262 -1.4506
H -1.9147 0.7717 1.0040
H -1.9928 -1.0093 0.6699
H -3.4629 0.0159 0.5706
*
```

=====

No. 6
DFT (wB97M-V/def2-TZVPD) results for the ion C8H13N2 with charge +1 in a non-equilibrium geometry.

Relative energy (zero: lowest compared OMol25 entry of this formula, charge and spin) in kcal per mole: 181.08

ORCA input file:
```
! wB97M-V def2-TZVPD RIJCOSX def2/J DEFGRID3
* xyz 1 1
N 0.8187 0.8361 -0.8385
N 1.2751 -0.4587 -0.1890
C -1.9132 0.3940 0.3880
C -1.4431 -1.0652 0.8305
C -0.4678 0.5166 -0.3284
C -0.1351 -0.7003 0.0879
C 1.7059 1.6339 0.0177
C -2.9970 0.6283 -0.6717
C 1.9642 0.4105 0.8224
C 2.0241 -1.6213 -0.7427
H 1.8827 -2.4106 -0.0352
H -4.0227 0.5066 -0.2849
H 2.9994 0.0949 0.9753
H -2.9420 -0.0126 -1.5216
H -1.4825 -1.4130 1.8671
H -2.0753 1.1534 1.0643
H 1.4194 0.4091 1.7405
H -2.8335 1.6822 -1.0789
H 3.0217 -1.2629 -0.8767
H 1.4429 -1.9967 -1.5219
H 2.4989 2.0275 -0.5307
H -1.9991 -1.8048 0.2671
H 1.2585 2.4533 0.5593
*
```